The following is a DFT calculation (the ωB97M-V functional and the def2-TZVPD basis) of a structure of composition C23H21GeN3NiS2.

CARTESIAN COORDINATES (ANGSTROEM)
1 Ni 0.048 -0.027 -0.235
2 S -1.077 -1.496 -1.645
3 C -2.375 -0.633 -0.957
4 S -2.085 0.991 -0.477
5 C -3.651 -1.197 -0.835
6 C -4.767 -0.417 -0.552
7 N -5.723 0.213 -0.389
8 C -3.899 -2.557 -1.008
9 N -4.161 -3.676 -1.140
10 C 1.415 3.539 1.662
11 C 1.703 3.059 2.930
12 C 1.424 1.745 3.243
13 C 0.849 0.887 2.295
14 C 0.659 1.341 0.964
15 C 0.931 2.672 0.688
16 C 0.407 -0.457 2.593
17 C 0.026 -0.882 3.867
18 C -0.474 -2.150 4.064
19 C -0.491 -3.055 2.973
20 C -0.879 -4.393 3.102
21 C -0.781 -5.274 2.039
22 C -0.276 -4.830 0.825
23 C 0.085 -3.507 0.660
24 C -0.044 -2.575 1.704
25 N 0.309 -1.277 1.500
26 H 1.587 4.583 1.420
27 H 2.153 3.713 3.672
28 H 1.679 1.364 4.225
29 H 0.740 3.053 -0.307
30 H 0.087 -0.192 4.700
31 H -0.823 -2.473 5.041
32 H -1.262 -4.734 4.058
33 H -1.078 -6.310 2.167
34 H -0.166 -5.524 0.000
35 H 0.472 -3.162 -0.290
36 C 1.963 3.672 -2.638
37 Ge 1.095 1.891 -3.018
38 C -0.772 2.366 -3.539
39 C 2.031 1.382 -4.749
40 C 1.446 0.546 -1.595
41 H 2.133 4.194 -3.577
42 H 2.922 3.554 -2.141
43 H 1.337 4.303 -2.016
44 H -0.793 3.065 -4.374
45 H -1.273 2.827 -2.693
46 H -1.347 1.488 -3.815
47 H 1.973 2.199 -5.465
48 H 1.597 0.499 -5.211
49 H 3.084 1.184 -4.557
50 H 2.356 0.872 -1.076
51 H 1.685 -0.403 -2.095

The energy relative to the best compared isomer or geometry (same formula, charge and spin) is 29.2 kcal per mole. For the HOMO energy (spin up / spin down), the calculation gives -0.4225 / -0.7504 eV. The orbital gap (spin up / spin down) is 5.1 / 5.4 eV. For the total energy, the calculation gives -5434.9234 Eh. Its net charge is -2. The calculation puts the LUMO energy (spin up / spin down) at 4.7 / 4.7 eV.